45
Properties=species:S:1:pos:R:3:lowdin_charge:R:1 method="wB97M-V/def2-TZVPD" de_lowest_kj_mol=63.7 orbital_gap_ha=0.2420 e_lumo_ev=4.4356 largest_force_ha_per_bohr=0.0056 homo_ev=-2.15 e_tot_ha=-2528.0834 charge=-2
K 0.431 -0.383 0.838 0.738
C -3.086 -0.180 2.623 -0.206
N -2.186 -0.948 1.792 -0.025
C -2.048 -2.190 2.074 -0.156
C -1.284 -3.176 1.372 -0.394
C -1.227 -4.530 1.757 -0.115
C -0.419 -5.162 0.813 -0.156
C -0.056 -4.155 -0.099 -0.242
N -0.563 -2.961 0.228 -0.015
C -4.265 0.316 1.814 -0.206
C -4.038 1.009 0.625 -0.026
C -5.104 1.476 -0.126 -0.082
C -6.412 1.256 0.293 -0.121
C -6.645 0.564 1.471 -0.117
C -5.573 0.096 2.225 -0.062
H -2.551 0.699 3.002 0.121
H -3.441 -0.751 3.495 0.101
H -2.563 -2.603 2.959 0.113
H -1.709 -4.964 2.623 0.076
H -0.130 -6.203 0.780 0.059
H 0.571 -4.263 -0.976 0.075
H -3.021 1.173 0.286 0.073
H -4.908 2.014 -1.046 0.101
H -7.242 1.620 -0.300 0.087
H -7.660 0.380 1.804 0.087
H -5.755 -0.453 3.142 0.099
F 3.852 3.329 -4.471 0.075
C 2.816 3.200 -3.615 -0.164
C 2.503 1.969 -3.066 -0.157
F 3.239 0.894 -3.402 0.093
C 1.439 1.856 -2.196 -0.254
F 1.161 0.630 -1.721 0.015
C 0.624 2.934 -1.815 -0.645
S -0.708 2.737 -0.732 0.484
C 0.982 4.157 -2.398 -0.261
F 0.279 5.269 -2.125 0.049
C 2.044 4.292 -3.273 -0.161
F 2.341 5.496 -3.807 0.078
C 2.671 -2.380 2.749 -0.047
C 2.899 -0.921 3.196 -0.788
O 3.497 -0.737 4.272 -0.084
O 2.420 -0.049 2.416 -0.212
H 3.295 -3.075 3.311 0.054
H 2.862 -2.499 1.680 0.060
H 1.624 -2.655 2.914 0.061

***

48
Properties=species:S:1:pos:R:3:lowdin_charge:R:1 method="wB97M-V/def2-TZVPD" de_lowest_kj_mol=49.1 orbital_gap_ha=0.2064 e_lumo_ev=-5.0208 largest_force_ha_per_bohr=0.0254 homo_ev=-10.64 e_tot_ha=-1306.8983 charge=+1
C 3.386 2.204 3.906 -0.075
C 3.610 1.449 2.749 -0.082
C 2.529 0.921 2.036 -0.114
C 1.210 1.082 2.513 -0.371
P -0.145 0.157 1.669 1.098
C -0.042 -1.487 2.491 -0.376
C -0.896 -2.512 2.033 -0.117
C -1.013 -3.706 2.748 -0.084
C -0.214 -3.931 3.876 -0.076
C 0.696 -2.953 4.285 -0.070
C 0.813 -1.757 3.574 -0.076
C -1.632 0.871 2.499 -0.378
C -2.143 2.102 2.026 -0.112
C -3.131 2.788 2.741 -0.081
C -3.682 2.220 3.897 -0.076
C -3.239 0.966 4.331 -0.071
C -2.254 0.280 3.614 -0.081
C 0.996 1.920 3.622 -0.074
C 2.078 2.436 4.340 -0.068
H 4.226 2.642 4.447 0.109
H 4.628 1.285 2.390 0.107
H 2.703 0.384 1.104 0.084
H -1.469 -2.366 1.116 0.093
H -1.715 -4.472 2.417 0.106
H -0.270 -4.880 4.411 0.109
H 1.342 -3.114 5.149 0.111
H 1.576 -1.041 3.881 0.103
H -1.761 2.520 1.094 0.099
H -3.486 3.759 2.386 0.109
H -4.483 2.732 4.435 0.109
H -3.671 0.496 5.217 0.110
H -1.982 -0.722 3.944 0.101
H -0.010 2.183 3.944 0.103
H 1.881 3.039 5.227 0.111
C 0.332 -0.559 -1.335 -0.050
C -0.857 -0.930 -1.962 -0.001
C -1.084 -1.997 -2.832 -0.005
C -0.185 -2.936 -3.330 -0.007
C 1.203 -2.912 -3.231 -0.008
C 1.988 -1.941 -2.619 -0.005
C 1.609 -0.884 -1.796 0.003
H 0.259 0.157 -0.492 0.002
H -1.745 -0.322 -1.750 0.134
H -2.124 -2.148 -3.146 0.132
H -0.614 -3.771 -3.900 0.133
H 1.738 -3.731 -3.727 0.133
H 3.066 -2.057 -2.781 0.132
H 2.438 -0.246 -1.473 0.126

***

123
Properties=species:S:1:pos:R:3:lowdin_charge:R:1 method="wB97M-V/def2-TZVPD" de_lowest_kj_mol=561.9 orbital_gap_ha=0.3714 e_lumo_ev=-2.7688 largest_force_ha_per_bohr=0.1695 homo_ev=-12.88 e_tot_ha=-2687.8034 charge=+1
C -1.480 0.326 0.954 -0.068
C -1.501 -0.308 -0.573 -0.194
O -1.229 -1.747 -0.433 -0.022
B -0.023 -2.169 -1.171 -0.409
O -0.247 -2.726 -2.548 0.099
N 1.407 -2.146 -0.666 0.157
C 2.074 -0.788 -0.684 -0.138
C 2.600 -0.264 0.790 -0.175
C 3.274 1.262 0.689 -0.067
C 2.283 2.356 -0.043 -0.211
O 0.980 2.527 0.293 -0.037
O 2.802 3.223 -1.139 -0.144
C 2.393 2.672 -2.462 -0.215
C 1.708 3.799 -3.445 -0.088
H -0.381 0.556 1.334 0.061
H -1.885 -0.525 1.686 0.096
H -2.153 1.305 1.048 0.089
H -2.617 -0.155 -0.968 0.118
H -0.815 0.256 -1.337 0.125
H 0.434 -2.367 -3.189 0.125
H 1.461 -2.591 0.284 0.176
H 1.966 -2.766 -1.312 0.157
H 1.342 -0.017 -1.173 0.107
H 3.045 -0.817 -1.376 0.127
H 1.786 -0.302 1.634 0.097
H 3.492 -0.962 1.167 0.111
H 3.427 1.629 1.795 0.115
H 4.331 1.173 0.159 0.141
H 3.394 2.241 -2.945 0.125
H 1.600 1.823 -2.312 0.105
H 2.421 4.734 -3.610 0.092
H 0.649 4.157 -3.053 0.097
H 1.574 3.277 -4.504 0.074
C 5.993 0.201 4.159 -0.048
C 4.633 -0.096 3.678 -0.207
N 3.559 -0.332 3.298 0.128
H 6.056 1.203 4.599 0.075
H 6.315 -0.510 4.927 0.093
H 6.728 0.157 3.349 0.086
C -5.159 -2.578 -1.495 -0.095
C -5.189 -1.158 -1.110 -0.244
N -5.212 -0.035 -0.805 0.132
H -5.612 -2.740 -2.479 0.058
H -4.135 -2.963 -1.543 0.073
H -5.706 -3.203 -0.781 0.051
C -1.011 3.631 2.422 -0.066
C -1.193 3.802 3.873 -0.238
N -1.337 3.937 5.019 0.143
H -0.808 4.585 1.924 0.094
H -0.173 2.963 2.195 0.045
H -1.902 3.203 1.950 0.068
C -4.596 -7.143 -1.483 -0.065
C -4.983 -5.968 -2.281 -0.235
N -5.290 -5.040 -2.912 0.139
H -3.739 -6.928 -0.836 0.082
H -5.413 -7.480 -0.836 0.054
H -4.317 -7.990 -2.119 0.085
C -8.850 -5.249 -2.015 -0.073
C -8.180 -5.986 -0.930 -0.266
N -7.651 -6.567 -0.073 0.132
H -9.076 -5.900 -2.866 0.085
H -9.797 -4.811 -1.683 0.083
H -8.228 -4.429 -2.391 0.066
C 5.413 5.323 -1.575 -0.068
C 6.710 4.790 -1.125 -0.249
N 7.734 4.369 -0.770 0.123
H 5.121 4.911 -2.547 0.079
H 4.611 5.086 -0.869 0.068
H 5.438 6.413 -1.681 0.088
C 8.231 1.222 -2.406 -0.066
C 6.872 0.924 -2.887 -0.257
N 5.798 0.689 -3.267 0.113
H 8.294 2.223 -1.966 0.044
H 8.553 0.511 -1.638 0.085
H 8.966 1.178 -3.216 0.089
C 0.234 -2.830 3.765 -0.053
C 1.066 -3.807 3.044 -0.253
N 1.723 -4.580 2.474 0.134
H -0.483 -2.339 3.099 0.068
H -0.342 -3.303 4.568 0.091
H 0.841 -2.042 4.224 0.083
C -5.947 2.228 -3.441 -0.083
C -5.104 3.187 -4.175 -0.275
N -4.439 3.945 -4.754 0.108
H -6.479 1.554 -4.121 0.082
H -5.353 1.602 -2.765 0.037
H -6.702 2.735 -2.832 0.085
C 5.460 -3.304 -3.769 -0.049
C 4.853 -2.936 -2.479 -0.213
N 4.373 -2.645 -1.460 0.136
H 6.089 -4.196 -3.680 0.093
H 4.700 -3.518 -4.528 0.090
H 6.093 -2.501 -4.162 0.084
C -7.401 -0.453 1.981 -0.077
C -7.258 -1.884 1.664 -0.262
N -7.145 -3.014 1.414 0.129
H -6.495 0.109 1.731 0.062
H -8.228 0.003 1.426 0.086
H -7.598 -0.292 3.046 0.084
C 0.645 4.410 -7.839 -0.073
C 1.941 3.877 -7.389 -0.279
N 2.966 3.456 -7.033 0.118
H 0.353 3.998 -8.810 0.084
H -0.158 4.173 -7.132 0.081
H 0.670 5.500 -7.945 0.085
C 2.007 3.861 5.603 -0.087
C 3.304 3.328 6.053 -0.262
N 4.328 2.907 6.409 0.119
H 1.715 3.448 4.632 0.060
H 1.205 3.624 6.310 0.073
H 2.033 4.951 5.497 0.087
C 2.162 -6.835 4.683 -0.106
C 2.832 -7.571 5.768 -0.269
N 3.360 -8.153 6.626 0.122
H 1.936 -7.486 3.832 0.081
H 1.215 -6.397 5.016 0.072
H 2.783 -6.015 4.307 0.051
C -4.109 5.421 5.086 -0.098
C -5.473 5.317 4.540 -0.272
N -6.550 5.235 4.108 0.113
H -3.454 6.003 4.429 0.075
H -4.102 5.910 6.066 0.085
H -3.648 4.436 5.212 0.040

***

28
Properties=species:S:1:pos:R:3:lowdin_charge:R:1 method="wB97M-V/def2-TZVPD" de_lowest_kj_mol=316.3 orbital_gap_ha="0.2506 / 0.2324" e_lumo_ev="-5.8601 / -6.5094" largest_force_ha_per_bohr=0.1415 homo_ev="-12.68 / -12.83" e_tot_ha=-612.2994 charge=+1
C 3.464 -0.586 -0.109 0.043
C 2.573 0.490 -0.183 0.024
C 2.961 -1.948 0.072 -0.041
C 1.245 0.165 -0.071 -0.172
C 0.863 -1.155 0.109 -0.219
C -3.227 -0.714 -0.167 0.057
C -2.350 0.311 -0.276 0.031
C -0.572 -1.203 0.157 0.014
C -2.796 -2.115 0.021 -0.227
C 0.141 1.106 0.032 -0.388
C -1.007 0.107 -0.006 -0.076
C 0.062 1.654 1.537 0.030
C 0.157 2.118 -1.177 0.032
N 1.669 -2.172 0.170 0.152
N -1.463 -2.480 0.292 0.228
H 4.437 -0.354 -0.422 0.094
H 2.824 1.542 -0.294 0.132
H 3.586 -2.749 -0.051 0.089
H -4.226 -0.492 -0.432 0.124
H -2.699 1.312 -0.370 0.131
H -3.412 -2.684 0.718 0.155
H -2.876 -2.495 -1.024 0.197
H 1.071 2.126 1.850 0.127
H -0.236 0.798 2.145 0.085
H -0.801 2.383 1.775 0.116
H 0.354 1.516 -2.017 0.082
H 1.003 2.837 -1.132 0.105
H -0.744 2.684 -1.149 0.075

***

58
Properties=species:S:1:pos:R:3:lowdin_charge:R:1 method="wB97M-V/def2-TZVPD" de_lowest_kj_mol=234.0 orbital_gap_ha=0.2888 e_lumo_ev=0.5759 largest_force_ha_per_bohr=0.0092 smiles="CCc1ccc(NC(=O)NCCN2CCN(c3ccc(OC)cc3)CC2)cc1" homo_ev=-7.28 e_tot_ha=-1225.8388 charge=0
C 6.473 3.963 -0.689 -0.098
C 5.160 4.019 0.096 -0.219
C 4.563 2.647 0.222 -0.262
C 4.901 1.819 1.284 -0.045
C 4.390 0.540 1.377 -0.031
C 3.524 0.052 0.400 -0.229
N 3.039 -1.251 0.550 0.132
C 2.284 -1.990 -0.331 -0.553
O 1.844 -1.584 -1.385 0.059
N 2.079 -3.272 0.103 0.060
C 1.249 -4.193 -0.634 -0.164
C -0.087 -4.523 0.063 -0.180
N -1.074 -3.476 0.165 -0.170
C -1.475 -2.871 -1.090 -0.167
C -2.782 -2.117 -0.855 -0.146
N -2.589 -1.097 0.157 -0.108
C -3.499 -0.040 0.201 -0.236
C -3.731 0.717 -0.948 -0.019
C -4.591 1.799 -0.946 -0.025
C -5.243 2.172 0.222 -0.285
O -6.114 3.223 0.342 -0.094
C -6.379 3.997 -0.800 -0.101
C -5.008 1.435 1.380 -0.007
C -4.158 0.349 1.370 -0.021
C -2.127 -1.679 1.396 -0.166
C -0.820 -2.431 1.134 -0.172
C 3.176 0.875 -0.666 -0.004
C 3.697 2.153 -0.745 -0.030
H 7.188 3.318 -0.183 0.073
H 6.905 4.956 -0.784 0.066
H 6.299 3.562 -1.686 0.073
H 5.353 4.432 1.088 0.107
H 4.462 4.681 -0.420 0.108
H 5.572 2.179 2.051 0.113
H 4.664 -0.090 2.213 0.106
H 3.375 -1.723 1.377 0.137
H 2.361 -3.547 1.029 0.136
H 1.801 -5.128 -0.786 0.117
H 1.065 -3.731 -1.605 0.112
H 0.117 -4.883 1.077 0.116
H -0.548 -5.344 -0.498 0.117
H -1.636 -3.659 -1.829 0.127
H -0.717 -2.168 -1.470 0.119
H -3.118 -1.660 -1.784 0.111
H -3.547 -2.841 -0.524 0.131
H -3.217 0.467 -1.864 0.109
H -4.734 2.347 -1.864 0.102
H -7.088 4.760 -0.481 0.091
H -5.473 4.482 -1.179 0.094
H -6.830 3.398 -1.598 0.094
H -5.516 1.728 2.286 0.117
H -4.023 -0.205 2.286 0.100
H -1.936 -0.881 2.116 0.122
H -2.862 -2.384 1.818 0.130
H -0.469 -2.882 2.066 0.122
H -0.072 -1.704 0.780 0.117
H 2.506 0.507 -1.424 0.099
H 3.419 2.781 -1.580 0.115